# 1
An isolated molecule of C9H11NO at a distorted geometry. Source: OMol25; level of theory: ωB97M-V with the def2-TZVPD basis set.

```
22
Properties=species:S:1:pos:R:3:mulliken_charge:R:1
C 2.37771 -1.59533 0.91826 0.3240
C -1.36734 -0.97692 -0.74949 -0.9586
C 0.05811 1.05651 -1.26564 -1.1729
C -0.94991 0.71245 0.92424 -0.7985
C -1.20518 0.53215 -0.57470 -0.1626
C -0.09781 -1.60711 -0.34547 -0.8839
C 1.08798 0.59456 -0.21487 0.0729
C 0.89668 -0.84768 0.26771 0.8560
C 0.53376 0.40347 1.06365 -0.5577
N 3.04732 -0.57088 1.43106 -0.3186
O 2.50373 -2.78362 0.87254 -0.5825
H -2.30053 -1.34733 -0.20215 0.3644
H -1.61622 -1.13085 -1.77809 0.4104
H 0.31957 0.61798 -2.16089 0.4720
H -0.01209 2.16570 -1.48356 0.3834
H -1.09962 1.77626 1.44463 0.2915
H -1.69317 0.13734 1.49065 0.4241
H -2.09537 1.04686 -0.94140 0.4740
H 0.20957 -2.59961 -0.58674 0.5138
H 2.17056 0.81934 -0.43219 0.2600
H 2.44677 0.32366 1.35565 0.4268
H 4.00104 -0.55967 1.63194 0.1620
```

Results
- Orbital gap (spin up / spin down): 0.2672 / 0.2605 Ha
- LUMO (spin up / spin down): -0.37 / -0.47 eV
- Net charge: 0
- E_HOMO (spin up / spin down): -7.64 / -7.56 eV
- Multiplicity: 1

---

# 2
An isolated molecule of C9H11NO at a distorted geometry. Source: OMol25; level of theory: ωB97M-V with the def2-TZVPD basis set.

```
22
Properties=species:S:1:pos:R:3:mulliken_charge:R:1
C 0.35663 -1.15923 -2.63329 -0.5679
C 0.72013 0.07600 -2.09662 -0.6650
C 0.13851 -1.97389 -1.49628 -0.4863
C 0.72361 0.06981 -0.73524 -0.0070
C 0.70975 0.12377 2.83611 -0.2604
C 0.12029 -1.40578 0.98722 -0.8838
C 0.49491 1.02057 0.38520 0.5695
C 0.00421 0.02965 1.53934 0.0830
C -0.70710 1.95120 0.12873 -1.7125
N 0.41419 -1.21503 -0.43466 0.2717
O 1.35088 -0.72268 3.37465 -0.4645
H 0.27219 -1.34245 -3.67707 0.4350
H 0.67586 1.09084 -2.59407 0.2884
H -0.07516 -3.04753 -1.48561 0.3565
H 0.58317 1.12806 3.23824 0.3613
H 0.95060 -2.03634 1.33607 0.3634
H -0.78845 -1.93784 1.33331 0.3202
H 1.34972 1.72565 0.51615 0.3952
H -1.09300 0.29924 1.65481 0.3820
H -1.38560 1.26606 -0.29688 0.5110
H -0.68183 2.73467 -0.57961 0.3867
H -1.11579 2.50111 1.01340 0.3235
```

Results
- Orbital gap: 0.3291 Ha
- LUMO: 0.82 eV
- Net charge: 0
- E_HOMO: -8.13 eV
- Multiplicity: 1

---

# 3
A cluster of 2 separate species, C9H11NO3 in total at a distorted geometry. Source: OMol25; level of theory: ωB97M-V with the def2-TZVPD basis set.

```
24
Properties=species:S:1:pos:R:3:mulliken_charge:R:1
C -3.40240 1.10485 -0.34140 -0.8537
C -1.79567 -2.29046 -0.00029 -0.6721
C 2.32171 -1.74530 -0.02299 0.4829
C 2.14532 -0.34455 -0.07517 0.7671
C 3.09596 0.63333 -0.31389 -0.8473
C 2.69039 1.98538 -0.17821 -0.4334
C 1.36862 2.27688 0.27769 -0.6679
C 0.49431 1.24986 0.57184 -0.1685
C 0.84899 -0.05760 0.31920 0.0194
H -2.53198 1.75767 -0.28158 0.1621
H -3.20512 0.45092 -1.17251 0.1892
H -4.29388 1.71015 -0.53754 0.3157
H -3.46507 0.45390 0.55197 0.2078
H -2.65938 -2.20023 -0.63619 0.2686
H -1.33068 -3.26492 -0.31269 0.2703
H -2.02442 -2.41166 1.10271 0.3116
H 4.07390 0.35915 -0.56649 0.5256
H 3.45685 2.74949 -0.33404 0.3696
H 1.17791 3.35195 0.36811 0.3644
H -0.48823 1.37530 1.07765 0.4650
N 0.17622 -1.22366 0.66566 -0.0881
O -0.97083 -1.17194 -0.18097 -0.1324
O 1.07774 -2.24136 0.22091 -0.2410
O 3.23976 -2.50716 -0.20178 -0.6148
```

Results
- Orbital gap: 0.3505 Ha
- LUMO: 0.08 eV
- Net charge: 0
- E_HOMO: -9.45 eV
- Multiplicity: 1

---

# 4
A cluster of 2 separate species, C9H11NO4 in total at a distorted geometry. Source: OMol25; level of theory: ωB97M-V with the def2-TZVPD basis set.

```
25
Properties=species:S:1:pos:R:3:mulliken_charge:R:1
C 1.90802 -1.63593 -0.66066 -0.3173
C 2.60965 -0.52590 -0.75774 -0.5248
C 1.03766 -1.38140 0.56376 0.9044
C 2.36407 0.30111 0.42322 0.3058
C -1.18373 0.62266 0.30317 -0.5348
C -0.45953 1.66123 -0.23003 0.4838
C -1.55902 -0.53480 -0.39643 1.0977
C -0.05789 2.92381 0.49851 -1.1367
C -2.73539 -1.31591 0.10693 -1.0690
N 1.35538 -0.30505 1.20660 -0.5907
O -0.83512 -0.96541 -1.33003 -0.7331
O 0.14566 -2.28714 0.96033 -0.4988
O 2.80738 1.36520 0.67664 -0.4891
O 0.06602 1.57351 -1.47018 -0.5932
H 1.68301 -2.35629 -1.40637 0.4241
H 3.46964 -0.60854 -1.41111 0.4242
H 0.68439 2.46210 1.23794 0.2528
H 0.41719 3.68370 -0.13928 0.3046
H -0.84152 3.39651 1.10312 0.3616
H -3.31030 -0.48977 0.68686 0.3074
H -2.31337 -2.18161 0.58638 0.2232
H -3.54802 -1.57422 -0.62386 0.3259
H 0.08397 -3.16106 0.54846 0.3640
H -1.65231 0.69022 1.31008 0.2664
H -0.13585 0.64300 -1.78628 0.4418
```

Results
- Orbital gap: 0.3003 Ha
- LUMO: -0.56 eV
- Net charge: 0
- E_HOMO: -8.73 eV
- Multiplicity: 1

---

# 5
A structure of composition C9H11NO4S at a distorted geometry. Source: OMol25; level of theory: ωB97M-V with the def2-TZVPD basis set.

```
26
Properties=species:S:1:pos:R:3:mulliken_charge:R:1
C 3.34901 -0.45447 1.58616 -0.5547
C 3.35428 0.43754 0.53191 -0.4500
C 2.11185 -0.65196 2.19523 -0.5623
C 2.18410 0.96948 0.05852 -0.5368
C 0.83625 -0.20821 1.77125 -0.5802
C 0.94081 0.61893 0.61656 0.7792
C -0.27471 1.31027 0.13648 0.2060
C -3.04837 0.77995 -0.29525 -1.7197
C -1.72638 0.06151 -0.37510 0.4536
N -1.72146 -1.05993 0.39299 -0.4885
O 0.27290 0.40951 -2.25222 -0.5367
O -0.56935 2.45882 -0.04678 -0.5207
O -2.03121 0.07667 -3.09444 -0.6814
O -1.06026 -1.84435 -2.17449 -0.5643
S -1.05496 -0.17860 -2.10227 1.2804
H 4.31523 -0.80457 1.99147 0.3436
H 4.23211 0.79937 0.11634 0.4441
H 2.15902 -1.13915 3.10660 0.4205
H 2.21205 1.65048 -0.78656 0.3739
H -0.05962 -0.53534 2.18912 0.6694
H -3.33174 0.80055 0.76470 0.3787
H -3.60353 0.21060 -0.97608 0.5540
H -2.80865 1.65712 -0.85143 0.4069
H -1.13441 -2.23122 -3.05672 0.3376
H -2.65973 -1.53135 0.25311 0.2916
H -0.88324 -1.60165 0.30092 0.2558
```

Results
- Orbital gap: 0.3257 Ha
- LUMO: 0.37 eV
- Net charge: 0
- E_HOMO: -8.49 eV
- Multiplicity: 1

---

# 6
An isolated molecule of C9H11NO4S at a distorted geometry. Source: OMol25; level of theory: ωB97M-V with the def2-TZVPD basis set.

```
26
Properties=species:S:1:pos:R:3:mulliken_charge:R:1
C 2.12329 0.01246 -0.66922 -0.1660
C 1.29882 0.53486 1.60658 -0.2816
C 1.21103 -0.96463 -0.80301 -0.8367
C 0.42368 -0.46894 1.47802 -0.7267
C 2.26236 0.84071 0.52886 0.0214
C -0.86360 -2.08347 -0.10653 -0.7011
C -2.08528 -1.51412 0.62779 -1.0458
C 0.34279 -1.21698 0.23630 0.6946
C 0.37128 2.83746 -0.74367 -0.8860
N -0.94403 0.87686 -0.58115 -0.2867
O 3.00837 1.79188 0.43431 -0.6105
O -3.43644 0.55590 -0.41768 -0.6431
O -2.26346 0.90660 1.77164 -0.5991
O -0.11564 1.72544 0.07005 0.1478
S -2.28296 0.34834 0.38842 1.1527
H 2.82753 0.18049 -1.54584 0.3476
H 1.21335 1.18845 2.49834 0.3306
H 1.03612 -1.47249 -1.66110 0.5551
H -0.32263 -0.64050 2.13091 0.6442
H -0.73524 -3.05055 0.20059 0.5372
H -1.10507 -2.25466 -1.24072 0.3310
H -2.87403 -2.09254 0.17486 0.4223
H -2.11017 -1.56638 1.64579 0.5287
H 0.50097 2.37896 -1.65837 0.4004
H 1.12816 3.10830 -0.11607 0.3749
H -0.36250 3.52314 -0.66560 0.2948
```

Results
- Orbital gap (spin up / spin down): 0.2647 / 0.2892 Ha
- LUMO (spin up / spin down): -1.38 / -1.80 eV
- Net charge: 0
- E_HOMO (spin up / spin down): -8.59 / -9.67 eV
- Multiplicity: 1

---

# 7
An isolated molecule of C9H11NOS at a distorted geometry. Source: OMol25; level of theory: ωB97M-V with the def2-TZVPD basis set.

```
23
Properties=species:S:1:pos:R:3:mulliken_charge:R:1
C -0.35355 -0.60666 -2.28678 -0.5418
C 0.17369 -0.38034 -0.88165 0.8835
C -0.73934 -1.84579 -2.69029 -0.3014
C 0.31499 1.50617 0.87029 -0.4671
C 0.18801 1.09779 -0.41212 -0.6867
C 0.63359 2.87952 1.26117 0.3881
C -0.51041 -1.49373 0.13757 -1.1095
C -0.79849 -2.84094 -0.58531 0.5526
C 1.35682 3.02810 2.67121 -1.0076
N -0.76706 -2.97035 -1.84186 -0.5960
O 0.55546 3.88470 0.61722 -0.3488
S -1.51005 -4.21858 0.32451 -0.2610
H -0.50818 0.30791 -2.82233 0.3193
H 1.34277 -0.75277 -0.75035 0.1430
H -1.08709 -2.02479 -3.77116 0.2947
H 0.28993 0.81249 1.63364 0.4281
H 0.17024 1.72419 -1.25700 0.3038
H 0.14748 -1.61784 0.95688 0.4742
H -1.40725 -1.18255 0.53593 0.4890
H 1.95701 3.97549 2.46600 0.3376
H 1.88582 2.11159 3.01099 0.3074
H 0.64466 3.41362 3.47313 0.2611
H -1.97907 -4.80724 -0.65968 0.1376
```

Results
- Orbital gap (spin up / spin down): 0.2511 / 0.2004 Ha
- LUMO (spin up / spin down): 0.60 / -2.97 eV
- ⟨S²⟩: 2.03
- Net charge: 0
- E_HOMO (spin up / spin down): -6.23 / -8.42 eV
- Multiplicity: 3

---

# 8
An isolated molecule of C9H11NS at a distorted geometry. Source: OMol25; level of theory: ωB97M-V with the def2-TZVPD basis set.

```
22
Properties=species:S:1:pos:R:3:mulliken_charge:R:1
C 1.65939 -1.68923 -0.22300 0.2011
C -1.43178 1.06398 -0.49536 -0.8664
C -1.18013 1.04981 0.88002 -0.5399
C -1.51467 -1.21056 0.25792 -0.9551
C -0.09562 -0.58314 -1.74978 -1.1407
C -1.47841 -0.32721 -1.00232 0.5526
C -1.02667 -0.29201 1.28430 -0.5910
C 1.13219 -0.58281 -0.81266 0.3229
C 2.63595 1.00817 1.02007 -0.9049
N 2.26667 -2.60107 0.11361 -0.5399
S 1.80964 1.01397 -0.62068 -0.0043
H -1.44163 1.90928 -1.12514 0.4554
H -1.08829 1.83263 1.46096 0.7135
H -2.50568 -1.48445 0.47386 0.4033
H -0.97138 -2.21729 0.14298 0.2735
H -0.35574 -1.49692 -2.33586 0.3912
H 0.21549 0.35790 -2.33464 0.3342
H -2.25483 -0.66421 -1.68909 0.4826
H -0.65929 -0.56307 2.26247 0.4358
H 3.36818 1.78439 0.80551 0.3469
H 3.07868 0.02252 1.47462 0.3190
H 2.01019 1.37174 1.72545 0.3102
```

Results
- Orbital gap (spin up / spin down): 0.2772 / 0.2404 Ha
- LUMO (spin up / spin down): -0.05 / -0.66 eV
- Net charge: 0
- E_HOMO (spin up / spin down): -7.59 / -7.20 eV
- Multiplicity: 1

---

# 9
A cluster of 2 separate species, C9H11O3 in total at a distorted geometry. Source: OMol25; level of theory: ωB97M-V with the def2-TZVPD basis set.

```
23
Properties=species:S:1:pos:R:3:mulliken_charge:R:1
C -2.21961 2.69723 -2.08963 -0.7094
C -2.22980 3.29475 -0.68322 0.6113
O -1.24617 2.92852 0.11662 -0.5760
O -3.00890 4.16454 -0.33053 -0.6828
H -1.30226 2.11322 -2.14605 0.3244
H -2.18311 3.57070 -2.74213 0.2056
H -3.11540 2.14109 -2.34402 0.2204
C 1.72080 -3.38918 1.72285 -1.3608
C 0.89800 0.23798 1.08196 -0.4264
C 1.25580 -0.93765 1.74499 -0.5247
C 0.53342 0.18635 -0.27259 0.3029
C 1.25102 -2.13875 1.03680 0.8335
C 0.43075 -1.02967 -0.96186 -0.5772
C 0.82965 -2.18814 -0.29162 -0.4831
O 0.18815 1.31311 -0.89570 -0.8929
H 0.83851 1.21624 1.53898 0.4062
H 1.60575 -0.90221 2.76878 0.3082
H -0.66048 2.09439 -0.23073 0.5094
H -0.04462 -1.09555 -1.92861 0.3769
H 1.35411 -3.54085 2.74115 0.3245
H 2.80927 -3.33786 1.86367 0.2597
H 0.81620 -3.14953 -0.79367 0.2237
H 1.47891 -4.24871 1.09456 0.3267
```

Results
- Orbital gap: 0.2677 Ha
- LUMO: 3.40 eV
- Net charge: -1
- E_HOMO: -3.88 eV
- Multiplicity: 1

---

# 10
A structure of composition C9H11O3 at a distorted geometry. Source: OMol25; level of theory: ωB97M-V with the def2-TZVPD basis set.

```
23
Properties=species:S:1:pos:R:3:mulliken_charge:R:1
C 1.20010 3.07667 2.93023 -0.8153
C 0.92488 3.67566 1.57489 0.6811
O 0.11032 3.02111 0.78978 -0.6117
O 1.55572 4.64719 1.17555 -0.6814
H 0.98830 2.00264 2.92737 0.2575
H 0.59099 3.36716 3.78980 0.2316
H 2.25977 3.15630 3.17216 0.2552
C -0.90175 -3.19792 -2.74767 -1.3032
C -0.86400 0.11217 -0.87675 -0.5359
C -1.13872 -0.88896 -1.80060 -0.4862
C -0.07307 -0.16019 0.25683 0.2806
C -0.67886 -2.19232 -1.62384 0.7665
C 0.45277 -1.46101 0.35515 -0.5892
C 0.06721 -2.49665 -0.49055 -0.4136
O 0.00013 0.65205 1.28481 -0.7315
H -1.17876 1.12150 -1.10878 0.3989
H -1.82445 -0.69110 -2.61013 0.1981
H -0.01291 1.86113 1.03962 0.5004
H 1.11267 -1.70014 1.18238 0.3373
H 0.03955 -3.47279 -3.21649 0.2625
H -1.65899 -2.81189 -3.42339 0.3283
H 0.32183 -3.52398 -0.25690 0.3291
H -1.29273 -4.09662 -2.32344 0.3408
```

Results
- Orbital gap: 0.2736 Ha
- LUMO: 3.40 eV
- Net charge: -1
- E_HOMO: -4.05 eV
- Multiplicity: 1

---

Let's list DFT total energy in order: -479.37068 -479.47377 -629.90441 -705.18754 -1103.35351 -1103.19948 -877.49117 -802.32839 -575.34680 -575.34195 a.u..